# 1
The following is a quantum chemistry calculation of 2 unconnected molecules or ions with the total composition C2H6O2S2, from the Open Molecules 2025 dataset.

```
12
Properties=species:S:1:pos:R:3:forces:R:3
O 2.427660 -1.339000 -0.749301 0.13 -0.07 0.04
C 2.761917 -2.095096 0.118645 -0.43 0.27 -0.35
O 4.026271 -2.396052 0.421417 0.09 -0.23 -0.05
H 2.043641 -2.630755 0.745267 0.15 -0.08 0.25
H 4.580049 -1.992003 -0.266028 0.04 0.12 0.13
C -0.793319 0.724073 1.459813 -0.26 -0.31 -0.14
S -1.667444 0.249673 -0.057003 0.04 -0.04 0.18
S -2.589706 2.040921 -0.498734 -0.17 -0.10 -0.16
H -1.520107 0.853506 2.256535 0.06 0.18 0.08
H -0.160438 -0.122417 1.721427 0.12 0.02 -0.05
H -0.201802 1.616746 1.302512 0.11 0.08 0.01
H -2.105939 2.128250 -1.746235 0.11 0.17 0.06
```
Positions in Å, forces in eV/Å.

Charge   0
SMILES   O=CO.CSS
Highest occupied orbital energy   -8.50 eV
Energy   -27936.6522 eV
Multiplicity   1
Energy above the lowest of the compared OMol25 structures with the same formula, charge and spin   0.260 eV

***

# 2
The following is a quantum chemistry calculation of a molecular structure, C22H37ClF6NO8PSi, from the Open Molecules 2025 dataset.

```
77
Properties=species:S:1:pos:R:3:forces:R:3
C -0.475358 -1.895618 0.833974 -0.56 -0.12 -1.14
C -0.866895 -0.928641 -0.327735 1.20 -0.58 1.06
Cl -1.328922 0.636225 0.423039 -0.45 -0.14 -0.31
C 0.403009 -0.698389 -1.149758 0.22 0.60 0.42
O 0.311339 0.244417 -2.237549 -0.96 -1.40 0.46
P -0.916823 0.068384 -3.262619 0.49 2.34 -1.22
O -0.536606 0.678046 -4.530494 0.40 -0.14 -0.53
O -1.333189 -1.466229 -3.432584 0.50 0.42 0.78
C -0.291900 -2.298408 -4.001917 -0.47 -1.29 0.13
C -0.962710 -3.497886 -4.712074 0.71 0.47 0.09
C -0.700127 -4.809412 -3.960298 -0.88 -0.28 -0.13
C -1.439403 -4.930023 -2.623021 0.44 0.73 -0.39
N -2.888805 -5.009730 -2.760268 1.27 -0.10 0.40
C -3.685262 -4.724335 -1.709575 -0.99 0.37 1.27
C -4.995370 -4.838064 -2.068073 0.31 -0.24 -0.80
C -4.953027 -5.227188 -3.436526 -1.75 -0.07 -0.11
C -3.664389 -5.342872 -3.836303 0.41 0.05 -0.08
O -2.146044 0.841187 -2.634272 -0.39 -1.83 0.20
Si -3.728862 0.333765 -3.078267 -1.09 0.63 -0.40
C -3.835848 0.330335 -4.954521 0.21 0.27 0.22
C -4.278301 -1.274888 -2.292708 0.25 0.11 -0.01
C -4.948316 1.647608 -2.492925 0.50 -0.65 0.31
H 0.320417 -2.547516 0.458164 0.09 0.06 0.38
H -1.336142 -2.543252 1.015385 0.12 0.13 0.40
H -0.191714 -1.347702 1.727442 0.14 -0.17 -0.03
H -1.677953 -1.414255 -0.869179 -0.14 0.67 -0.21
H 1.135180 -0.276369 -0.453674 -0.05 0.05 -0.14
H 0.845283 -1.641634 -1.487090 -0.37 0.02 -0.17
H 0.385461 -1.745159 -4.652624 -0.27 0.24 0.07
H 0.261290 -2.728720 -3.159195 0.21 0.35 -0.11
H -0.527706 -3.582054 -5.712224 -0.18 -0.02 0.03
H -2.027016 -3.277764 -4.823557 0.06 -0.15 0.02
H -1.036381 -5.629692 -4.604862 0.32 -0.07 0.10
H 0.368280 -4.939556 -3.767467 -0.06 0.01 -0.13
H -1.018323 -5.746431 -2.029124 -0.30 -0.14 -0.14
H -1.247772 -4.004876 -2.060439 0.02 -0.17 0.07
H -3.370970 -4.432778 -0.716512 0.64 -0.06 -0.28
H -5.850985 -4.647413 -1.443136 -0.02 -0.04 -0.06
H -5.822105 -5.392460 -4.058808 0.15 -0.06 -0.03
H -3.259713 -5.629086 -4.792142 0.07 0.05 0.08
H -3.005766 -0.185964 -5.439954 -0.17 -0.06 -0.05
H -3.779486 1.382972 -5.260552 0.11 -0.13 0.00
H -4.801064 -0.034120 -5.319769 0.14 -0.19 0.14
H -4.122418 -1.280080 -1.207176 0.00 -0.02 -0.12
H -3.821531 -2.166607 -2.725873 0.00 0.08 0.06
H -5.359667 -1.349215 -2.460383 0.11 0.01 0.01
H -5.939146 1.375380 -2.871753 0.12 0.12 -0.11
H -4.675604 2.652704 -2.816242 -0.10 -0.03 0.13
H -5.010134 1.574527 -1.400632 0.01 0.36 -0.09
C 2.200335 3.828395 -0.700227 0.18 0.25 0.13
C 1.740182 2.913406 0.412998 -0.25 -0.06 -0.65
O 2.529209 3.109650 1.604281 0.11 -0.07 0.33
C 2.176679 4.128173 2.375799 -0.31 -0.24 -0.61
O 1.279762 4.890553 2.171657 0.09 0.16 0.31
C 3.076925 4.172235 3.617842 0.61 0.17 0.67
F 4.368368 3.990635 3.313270 -0.10 -0.04 -0.23
F 2.741167 3.205943 4.492316 -0.37 -0.13 -0.42
F 2.987425 5.337809 4.259278 -0.31 0.00 -0.34
H 3.267406 3.697265 -0.885627 -0.03 -0.11 -0.06
H 1.653024 3.614600 -1.617828 -0.02 -0.06 0.03
H 2.043986 4.874810 -0.437951 -0.11 -0.02 -0.01
H 1.884027 1.874824 0.122741 0.16 -0.02 0.22
H 0.681345 3.045290 0.629780 0.06 0.12 0.18
C 4.016314 4.387859 6.906806 0.44 0.21 0.20
C 4.255836 3.346854 7.978217 -0.64 0.23 -0.06
O 5.578260 2.786250 7.870878 0.23 -0.20 0.09
C 6.557075 3.492844 8.421126 -0.68 0.13 -0.02
O 6.437241 4.539959 8.984416 0.33 -0.01 0.06
C 7.889428 2.745477 8.264891 0.65 -0.27 -0.15
F 8.039979 2.252152 7.029519 -0.15 0.06 0.00
F 7.955705 1.715046 9.121267 -0.18 0.06 0.05
F 8.926124 3.542259 8.509576 -0.17 0.13 0.06
H 4.208865 3.972593 5.928009 0.05 -0.13 0.06
H 2.988743 4.746748 6.943720 -0.01 -0.05 0.01
H 4.685496 5.239962 7.031002 -0.07 0.03 0.13
H 3.564873 2.515146 7.851428 0.23 -0.16 -0.05
H 4.093719 3.752097 8.976661 0.24 0.03 0.02
```
Positions in Å, forces in eV/Å.

Charge   0
Highest occupied orbital energy   -8.70 eV
Energy   -87283.5888 eV
Multiplicity   1

***

# 3
The following is a quantum chemistry calculation of C18H16N4O9S2 in the gas phase, from the Open Molecules 2025 dataset.

```
49
Properties=species:S:1:pos:R:3:forces:R:3
C 1.050357 -3.972315 -0.443666 -0.03 -1.60 0.48
C 2.378794 -3.283939 -0.357785 1.03 0.03 -1.59
C 3.432113 -3.679949 -1.217236 0.75 -0.02 1.35
C 4.763267 -3.126472 -1.059382 -1.59 -2.71 -2.84
S 6.216204 -3.819565 -2.000671 1.03 -0.54 0.21
O 5.859712 -4.589919 -3.175174 -0.51 0.16 1.29
O 7.187470 -4.393090 -1.063177 -1.95 1.15 -1.17
O 6.873985 -2.483206 -2.672777 -0.59 -0.68 1.14
C 4.944210 -2.077134 -0.271037 -0.26 1.10 2.81
C 3.883338 -1.622969 0.551606 1.03 -0.01 -1.43
C 2.629857 -2.178508 0.474422 0.85 0.25 -0.27
N 1.552119 -1.425784 0.971047 -0.84 -0.40 1.24
N 1.367112 -0.899556 2.291835 -0.35 0.67 -1.48
C 0.236315 -0.123650 2.293543 -1.28 1.02 -0.17
C -0.464180 0.146326 3.623560 0.43 2.00 -0.85
C -0.161047 0.164056 0.996901 0.85 -1.63 1.51
N -1.235896 0.865994 0.425272 -1.42 1.10 0.08
N -1.885440 1.762749 1.060126 2.99 -2.27 1.04
C -2.962219 2.395189 0.450873 0.04 -0.28 -0.93
C -2.674898 3.545771 -0.269706 -1.74 1.84 -1.49
C -3.692769 4.230037 -1.005521 -0.57 -0.76 0.97
S -3.398950 5.886565 -1.856788 4.18 1.02 -1.55
O -2.042099 6.541308 -1.593923 -4.16 -2.18 0.48
O -4.558511 6.735851 -1.942641 0.44 -1.14 0.87
O -3.115215 5.291042 -3.363765 -1.71 -1.39 1.99
C -5.014994 3.678742 -0.987767 0.61 1.27 2.05
C -5.284902 2.624472 -0.086905 -0.06 -0.53 -1.41
C -4.265544 1.924505 0.584496 0.00 -0.15 0.18
C -4.642497 0.625482 1.279861 -2.56 -1.13 -0.79
O -5.733288 0.133104 0.932444 2.88 0.62 1.34
O -3.828487 -0.002550 2.220039 -1.77 -0.99 -1.66
C 0.726726 -0.767300 0.144966 -3.34 5.43 -4.47
O 0.657965 -0.545789 -1.122431 1.40 -2.64 3.79
H 0.224294 -3.329324 -0.313712 -0.80 1.07 0.26
H 0.796320 -4.502632 -1.391062 0.85 0.28 0.64
H 0.985276 -4.702745 0.414110 0.06 0.45 -0.92
H 3.198135 -4.499717 -1.888515 0.44 0.12 -0.10
H 7.367565 -2.944489 -3.366729 0.31 0.48 -0.51
H 5.908679 -1.655090 -0.123702 0.63 0.45 -0.10
H 4.070335 -0.700523 1.056609 -0.22 0.33 0.58
H 1.500991 -1.465242 3.084051 0.39 -1.39 0.64
H -0.761041 -0.767446 4.059618 0.19 -1.24 0.81
H -1.429561 0.666260 3.486602 0.67 0.01 -0.41
H 0.153956 0.792104 4.300239 -0.44 -0.82 -0.46
H -1.716524 3.999994 -0.246237 0.90 0.00 0.00
H -2.661601 6.003001 -3.766331 1.11 1.34 -1.07
H -5.887915 4.278396 -1.267463 0.53 -0.34 -0.66
H -6.313591 2.217966 -0.096760 0.78 0.35 0.41
H -4.233927 -0.950008 2.248645 0.83 2.29 0.15
```
Positions in Å, forces in eV/Å.

Charge   0
SMILES   Cc1cc(S(=O)(=O)O)ccc1-n1[nH]c(C)c(/N=N/c2cc(S(=O)(=O)O)ccc2C(=O)O)c1=O
Highest occupied orbital energy   -9.03 eV
Energy   -64978.1210 eV
Multiplicity   1

***

# 4
The following is a quantum chemistry calculation of a molecular structure, C18H37AsBrO8S4, from the Open Molecules 2025 dataset.

```
69
Properties=species:S:1:pos:R:3:forces:R:3
C 6.162168 0.766986 0.688131 -0.35 -0.37 0.56
C 4.727356 -0.042602 0.401694 1.14 1.31 0.13
C 3.624270 1.125887 0.051965 1.83 -0.35 -0.03
Br 2.907986 2.025693 1.737078 0.97 -0.17 -0.93
As 1.999157 0.469180 -0.967739 -2.03 2.35 -0.56
S 2.209957 -1.657553 -0.210791 -0.08 -3.47 1.06
C 0.649429 -2.654803 -0.489037 -0.52 0.38 -0.79
C -0.754109 -1.807742 -0.236836 -4.81 -1.65 -3.00
O -1.800415 -2.193403 -1.019654 5.97 2.82 4.80
O -0.916460 -0.742314 0.786263 0.61 -1.67 -3.75
C -1.776028 0.345807 0.293159 -2.52 0.93 -0.62
C -1.427623 1.832736 0.890954 1.58 -0.75 1.70
C -1.343249 1.695365 2.549232 0.55 -0.05 -0.79
O -2.451181 2.842265 0.461644 3.12 1.24 -2.01
C -1.684251 3.805876 -0.396126 1.15 6.16 1.54
O -1.450919 5.088963 -0.016963 -2.19 -8.58 -1.87
C -1.088899 3.403838 -1.896762 -0.09 -1.52 0.75
S 0.270172 4.610064 -2.445141 0.23 -0.72 0.04
H 6.096634 1.901090 0.327495 0.16 -2.55 0.86
H 7.059286 0.240139 0.128096 -1.71 1.07 1.32
H 6.295907 0.722972 1.868922 0.15 0.34 -2.58
H 4.423014 -0.671826 1.364119 0.59 1.50 -2.43
H 4.946429 -0.763301 -0.513405 -0.98 1.58 1.74
H 4.075916 2.017135 -0.585872 -0.73 -1.94 1.36
H 2.887400 0.208743 -2.212981 0.44 -0.17 -0.09
H 0.739263 0.007080 -1.791910 -0.37 -0.30 -0.12
H 1.157556 0.767065 0.304581 -0.17 -0.22 -0.11
H 1.644687 1.934062 -1.443878 0.38 0.38 -0.19
H 0.673062 -3.664780 0.122116 -0.18 2.30 -0.92
H 0.639849 -2.982343 -1.636316 -0.52 0.86 2.58
H -1.848406 0.411943 -0.880516 0.46 -0.38 2.32
H -2.879623 0.089227 0.664696 2.23 0.70 -0.82
H -0.395843 2.274891 0.558539 -1.69 -1.40 0.51
H -0.454403 0.931255 2.774056 -2.05 1.68 -0.60
H -1.060452 2.732536 3.053530 -0.88 -2.19 -1.14
H -2.353276 1.244042 2.931368 1.86 1.04 -0.56
H -1.961734 3.489486 -2.674275 1.67 -0.38 1.66
H -0.624720 2.309898 -1.863291 -1.19 2.27 -0.20
H 1.470797 3.872973 -2.700481 -2.00 0.19 0.64
C 1.200822 -1.235392 5.998670 -0.21 0.06 0.14
C 1.355236 -2.689207 5.554623 -0.02 -0.24 0.25
C 1.507603 -2.690733 4.034474 -0.24 -0.72 0.10
S 2.241065 -1.119557 3.604244 0.09 0.55 -1.01
O 1.281063 -0.359090 2.832092 0.57 -0.74 0.74
O 3.601587 -1.335728 3.154019 -0.56 0.07 0.33
C 2.282311 -0.461362 5.259747 0.00 0.23 0.58
H 1.300191 -1.129155 7.082860 -0.03 0.01 -0.13
H 0.209974 -0.864167 5.710830 0.14 0.00 0.03
H 2.253236 -3.117980 6.015801 -0.10 0.07 -0.05
H 0.502549 -3.300369 5.866559 0.13 0.06 -0.05
H 2.159109 -3.500485 3.696304 -0.09 0.26 -0.14
H 0.537309 -2.759895 3.535057 0.20 0.15 -0.05
H 2.102113 0.614774 5.238694 0.11 -0.12 -0.22
H 3.271479 -0.669918 5.678195 -0.09 0.04 -0.12
C -4.592583 -0.748650 -6.005680 0.07 -0.04 -0.28
C -4.362366 -1.989854 -5.144859 -0.15 -0.24 -0.12
C -3.529992 -1.562461 -3.937152 0.17 -0.70 -0.02
S -3.910456 0.159677 -3.652289 0.03 0.02 0.66
O -2.718008 0.942134 -3.901213 -0.46 -0.05 0.25
O -4.677290 0.282563 -2.428640 0.46 0.25 -0.45
C -5.011068 0.350671 -5.040737 -0.34 0.14 -0.51
H -5.353475 -0.921543 -6.772347 0.10 0.05 0.07
H -3.659625 -0.470476 -6.510305 -0.13 0.01 0.06
H -5.328590 -2.383250 -4.806354 0.11 0.06 -0.05
H -3.863063 -2.785246 -5.706949 -0.08 0.10 0.11
H -3.785226 -2.142907 -3.046952 0.25 0.30 0.00
H -2.458672 -1.643730 -4.140472 -0.15 0.14 0.18
H -4.911389 1.352626 -5.461611 0.04 -0.05 0.22
H -6.032550 0.192181 -4.682268 0.16 0.05 0.03
```
Positions in Å, forces in eV/Å.

Charge   -1
Highest occupied orbital energy   -4.18 eV
Energy   -209857.9765 eV
Multiplicity   1